Entry 1:
The following is a quantum chemistry calculation of a single C5H11NO molecule, from the Open Molecules 2025 dataset.

SMILES	CC(C)CC(N)=O
maximum force	4.216	eV/Å
gap between HOMO and LUMO	10.58	eV
2S+1	1

XYZ file:
```
18
Properties=species:S:1:pos:R:3:lowdin_charge:R:1
H 1.6046 0.9416 1.3342 0.08
O 0.2924 0.5945 -2.8066 0.07
C -0.1724 -0.8407 -0.8586 -0.10
C -0.1406 -0.3505 0.6403 -0.40
H -1.0913 -0.0740 1.1079 0.11
C 0.4835 -1.5286 1.5274 -0.07
C 0.6679 0.9958 0.7040 -0.08
H 1.1938 1.1145 -0.2596 0.08
H -0.0178 1.6988 1.1766 0.07
H -1.0550 2.2089 -1.8016 0.10
H -0.0062 -2.4586 1.2512 0.07
H -0.9629 -1.5534 -1.1391 0.12
N -1.3670 1.3003 -1.4594 0.11
H -1.6144 1.4119 -0.4822 0.06
H 0.7739 -1.3291 -1.1128 0.12
H 1.5537 -1.2705 1.4407 0.07
H 0.2362 -1.1679 2.5941 0.10
C -0.3782 0.3068 -1.8566 -0.52
```

Entry 2:
The following is a quantum chemistry calculation of C38H37BN8O2RuS4Si as an isolated structure, from the Open Molecules 2025 dataset.

maximum force	1.961	eV/Å
gap between HOMO and LUMO (alpha / beta)	5.65 / 5.65	eV
2S+1	2
net charge	-1

XYZ file:
```
92
Properties=species:S:1:pos:R:3:lowdin_charge:R:1
H -2.8806 -0.6697 -4.8319 0.10
C 2.2589 0.1295 6.4882 -0.11
N 1.0501 -3.9588 1.5782 0.18
C 2.7891 -2.7134 0.3579 -0.33
C -1.4653 4.2411 4.1436 -0.11
C -0.1287 5.7689 2.2788 -0.09
C -2.1545 -2.2835 -3.5360 -0.10
O -0.3691 0.9750 1.7677 -0.50
C -0.0532 4.3852 2.2279 -0.11
H -6.1043 0.4095 4.6405 0.09
H -3.4099 -2.1136 3.3924 0.10
N 0.6427 -1.8048 1.1560 0.10
H -0.8738 -5.5613 2.9924 0.10
H -0.9203 7.4752 3.3133 0.09
H -1.7841 -0.7151 2.1562 0.07
H 3.5836 3.3429 -2.9584 0.09
H 1.2876 1.5325 7.7906 0.09
H 2.3702 2.8075 -5.0164 0.11
Si -0.6427 1.7020 3.1677 0.43
C 2.3107 -0.3906 5.2040 -0.09
C 3.8138 -3.6246 0.3498 -0.35
H -2.4290 1.6110 -4.3358 0.07
H -1.9141 0.0620 5.4198 0.10
H 3.0460 -1.1464 4.9529 0.09
C -0.7162 3.5910 3.1600 -0.21
S 0.0941 2.3621 -0.7773 0.71
C -3.4862 1.7216 2.9409 -0.10
H -5.6096 1.8045 2.6535 0.10
C -2.4175 1.2437 3.7029 -0.23
H -3.2838 2.3405 2.0725 0.11
H -0.4326 -3.0470 -0.7465 0.05
C -2.6426 -0.2236 -0.3894 -0.06
O -1.2801 -0.4440 -0.7491 -0.35
H -4.2411 -0.4532 6.0237 0.10
H 2.5561 4.0093 -1.6638 0.09
C 2.7831 3.1232 -2.2546 -0.04
C -0.8644 6.3936 3.2726 -0.11
H -2.0215 3.6569 4.8696 0.09
C 2.6640 2.1670 2.0333 -0.80
C -5.0783 0.6407 4.3791 -0.11
C -2.7207 0.4573 4.8116 -0.10
H 3.8871 -4.5697 0.8588 0.06
C -0.7726 -3.3167 -1.7462 -0.08
C 0.4600 1.5684 5.8121 -0.10
C 0.4975 1.0578 4.5160 -0.23
H 3.0801 2.3300 -1.5691 0.03
H -1.4713 -4.1508 -1.6530 0.09
C 4.1720 -1.5827 -0.8960 -0.47
C 0.2795 2.1551 -4.6418 -0.06
C 1.3273 1.1121 6.7928 -0.10
N -1.7226 -0.1268 -3.1247 -0.02
H -0.1899 1.9196 -5.5796 0.12
N 2.7209 2.9349 2.8980 0.09
C -4.8010 1.4227 3.2651 -0.09
C -1.5371 5.6246 4.2106 -0.10
C -1.0809 -4.5149 2.8091 -0.03
C 0.4382 2.3568 -2.4696 -0.71
S 0.8431 -0.5979 -2.1048 0.60
H 1.5303 -4.8392 1.5571 0.16
H 4.5486 -0.7721 -1.5006 0.08
B -1.8421 1.3988 -3.2987 -0.47
C -2.4991 -2.5595 3.0146 -0.06
C -1.6062 -1.7641 2.3264 0.00
N -1.4540 -2.1962 -2.3285 -0.13
C -4.0346 0.1591 5.1530 -0.11
H -3.1642 0.2608 -1.2138 0.08
C -0.4322 -2.3473 1.8606 -0.20
H 0.5260 3.9238 1.4423 0.04
H -0.2513 2.3477 6.0648 0.10
C -1.0096 -0.8551 -2.1441 -0.76
N 1.6177 2.7181 -3.0114 -0.12
C 1.4384 0.0724 4.2313 -0.10
S 5.0981 -3.0040 -0.5964 1.01
H -2.4993 -3.2260 -3.9215 0.09
C -2.2471 -3.9169 3.2486 -0.09
C 1.5370 2.5876 -4.3743 -0.06
H -2.1244 6.1003 4.9874 0.09
H -2.3584 1.9584 -2.3702 0.05
H -2.9762 -4.5054 3.7908 0.10
H -2.6303 0.4364 0.4733 0.07
N -0.3954 2.0231 -3.4629 -0.01
H 2.9474 -0.2209 7.2481 0.09
C 1.4981 -2.7978 1.0246 -0.26
H 1.5038 -0.3227 3.2220 0.07
H 0.3992 6.3598 1.5397 0.10
N 3.0073 -1.5781 -0.3468 -0.09
H -3.1196 -1.1777 -0.1426 0.09
Ru 0.6446 0.2603 0.1213 0.73
C -2.3303 -1.0263 -3.9796 -0.11
H 0.0987 -3.6393 -2.3295 0.08
C -0.1890 -3.7016 2.1234 -0.19
S 2.7648 1.0579 0.7744 0.55
```

Entry 3:
The following is a quantum chemistry calculation of a 11-piece molecular cluster, C26H79N17O11 overall, from the Open Molecules 2025 dataset.

SMILES	COC[C@H](C)N.COC[C@H](C)N.COC[C@H](C)N.COC[C@H](C)N.COC[C@H](C)N.NC(N)=O.NC(N)=O.NC(N)=O.NC(N)=O.NC(N)=O.NC(N)=O
maximum force	3.572	eV/Å
gap between HOMO and LUMO	9.54	eV
2S+1	1

XYZ file:
```
133
Properties=species:S:1:pos:R:3:lowdin_charge:R:1
H 0.3496 -24.8173 7.4168 0.13
O -1.3110 -21.3055 1.9937 -0.05
H -0.5428 -16.2916 2.0890 0.12
N -3.4152 -26.7291 2.2091 0.15
H -2.0764 -18.6394 -2.5895 0.09
H 0.8128 -21.2619 -1.8669 0.12
H 3.8767 -23.4896 -1.0127 0.05
H -6.6472 -20.6152 1.5471 0.11
N -3.7918 -19.7160 5.6385 0.15
C -1.9495 -20.4700 -1.6261 -0.66
N 1.0727 -19.1772 2.4429 0.19
H 2.2237 -24.6574 2.8685 0.07
C 2.4130 -27.7140 4.0693 -0.21
H 3.6470 -19.1801 -1.8049 0.10
H -1.6740 -18.9771 3.4666 0.05
H -4.5864 -19.3023 6.0349 0.08
H -5.9662 -24.2663 3.3708 0.08
C -1.2444 -22.5392 2.1789 -0.64
H 4.1259 -19.1739 3.3250 0.11
C 1.9092 -23.1555 -1.4033 -0.39
O 0.0088 -16.9443 0.1571 -0.21
H -1.8892 -20.4573 4.1084 0.06
C 1.6554 -21.6689 -1.3147 -0.23
H 0.4065 -19.9559 2.3784 0.08
C -5.8648 -21.3570 1.6742 -0.20
H -0.7339 -27.6694 3.6066 0.08
H 0.8764 -23.9880 5.8707 0.14
N -3.0934 -15.8919 1.6882 0.05
H 0.7096 -24.8738 -0.9930 0.08
H 0.8160 -22.5681 2.4872 0.10
H -4.0629 -27.3513 2.7192 0.11
N -1.7222 -27.7068 3.4340 0.18
H -3.2710 -20.4957 6.1183 0.11
C -2.0757 -26.8088 2.5263 -0.72
H 3.4669 -25.8337 2.5007 0.09
H -2.7760 -23.8816 5.4826 0.07
N -4.1320 -24.0174 -1.7265 0.17
H 0.2478 -23.5261 -0.0037 0.07
H -0.6697 -15.1434 0.8102 0.13
C -3.7163 -24.7818 -0.6678 -0.61
C -0.8438 -16.2061 1.0517 -0.20
C 1.3308 -16.5093 0.2818 -0.11
H -4.9861 -20.8636 2.1944 0.15
H -4.4686 -20.2904 -0.0012 0.05
H -1.7944 -24.6608 -1.4194 0.11
H -3.6930 -16.6435 -0.9466 0.08
H 3.0001 -23.2399 7.1635 0.10
O -1.2515 -26.1361 1.9557 -0.01
H -4.0945 -15.9376 1.4386 0.10
H -5.0141 -21.2152 -1.4383 0.10
H -7.1884 -22.2936 4.7077 0.07
N -1.7181 -19.6080 -2.6861 0.14
O 2.7205 -20.7047 2.1731 -0.03
C 2.4564 -29.8489 5.3413 -0.08
C 2.3512 -19.5630 2.5410 -0.65
H 3.0126 -27.9271 6.1671 0.13
O -5.4516 -21.8654 0.4290 -0.18
C 0.3280 -23.8492 6.8505 -0.24
N -5.6163 -23.5562 2.7301 0.04
H 0.7228 -26.8964 5.6886 0.03
H -2.2982 -17.6874 1.0615 0.13
H -5.8076 -21.4184 4.2574 0.04
N -2.0352 -19.7566 -0.4697 0.16
H 3.1135 -22.9395 0.2550 0.06
N -0.0750 -23.0668 2.7027 0.16
H 3.5342 -29.8100 5.2276 0.07
H 3.3263 -28.0006 3.6001 0.11
H -3.7491 -26.1853 1.3413 0.07
H 1.8581 -17.1036 -0.4515 0.07
N 3.2282 -18.6963 3.2073 0.15
H 1.7965 -26.3002 2.1309 0.10
O -2.2778 -21.6331 -1.8009 0.02
H -0.6283 -22.2029 5.0430 0.06
O -3.5370 -17.7812 4.4935 0.03
H -1.3767 -24.7116 5.0893 0.06
H -1.8947 -20.0176 -3.5876 0.09
C -5.2808 -20.8298 -0.4233 -0.15
H 2.5356 -22.5307 8.7748 0.07
N -2.3733 -25.0324 -0.6332 0.19
H -3.2229 -22.9172 1.9759 0.10
H 1.9539 -30.2532 4.4375 0.09
H 1.5637 -28.0744 3.4130 0.13
N 3.0321 -23.6134 -0.4994 0.07
H -2.5154 -15.2330 -0.9032 0.12
H -0.1281 -23.5842 -1.7324 0.05
O 2.8032 -20.9436 -1.6328 -0.19
C -2.6734 -16.3495 -0.6433 -0.06
H -5.0944 -23.9333 -1.9614 0.09
H -1.9576 -25.4571 0.1594 0.04
C -6.7350 -21.7621 3.8926 -0.08
C -3.1255 -18.8887 4.7624 -0.66
H 1.7133 -16.6526 1.2579 0.06
H -2.3179 -25.2525 6.5655 0.08
C 2.2602 -23.1676 7.9813 -0.10
O -4.5124 -25.2863 0.1423 -0.03
H 2.8787 -17.8963 3.6803 0.08
H 1.4533 -21.4947 -0.1930 0.14
H -7.5196 -22.7758 2.1300 0.16
H 1.8294 -19.1439 -1.4898 0.09
H 2.1779 -24.2279 8.3610 0.10
H 2.1190 -23.5416 -2.4072 0.14
H 1.4409 -15.4805 -0.0870 0.10
H -2.0427 -16.9067 -1.3921 0.06
N 0.8215 -27.8856 5.8803 0.03
H -3.6390 -23.1626 -1.9024 0.04
C -2.2697 -16.5951 0.7958 -0.50
H -1.4390 -23.1100 7.7073 0.15
C -1.9512 -24.4142 5.9718 -0.06
O 2.3475 -26.2716 4.1567 -0.21
H -5.5434 -24.0587 1.8280 0.06
H -6.1149 -20.0841 -0.3887 0.10
C -6.5179 -22.4559 2.5792 -0.45
H 0.6302 -28.1144 6.8702 0.07
C 2.8045 -19.5860 -1.2217 -0.09
N -2.3008 -23.3422 2.0781 0.23
H -3.0441 -16.2524 2.6018 0.03
N -1.2035 -22.1738 5.8863 0.05
C 2.2643 -28.3544 5.4840 -0.38
C 0.6085 -23.7917 -0.9952 -0.09
H -1.2153 -19.1552 -0.2561 0.10
C 2.4298 -25.7206 2.8576 -0.12
H -0.7672 -21.3894 6.2987 0.06
H -2.0544 -20.4101 0.3144 0.06
H -2.3601 -28.2898 3.9391 0.11
H -2.3209 -24.2657 2.4638 0.07
N -1.9268 -19.4543 4.2986 0.15
C -1.1360 -23.3581 6.6704 -0.44
H 2.9741 -19.5540 -0.1790 0.05
H 0.7939 -18.2325 2.5854 0.07
O 0.9399 -22.8720 7.6090 -0.20
H -0.0042 -24.0927 2.6887 0.07
H -7.3176 -20.8412 3.6751 0.09
H 2.2570 -30.4527 6.2511 0.09
```

Entry 4:
The following is a quantum chemistry calculation of C35H52CsN7O2Si3 as an isolated structure, from the Open Molecules 2025 dataset.

maximum force	0.365	eV/Å
gap between HOMO and LUMO	5.73	eV
2S+1	1
net charge	-2

XYZ file:
```
100
Properties=species:S:1:pos:R:3:lowdin_charge:R:1
C -4.7532 -5.6350 -3.0181 -0.40
H 1.2727 2.8574 3.7548 0.11
H 2.6571 4.2156 -3.3948 0.10
H 0.9047 -4.4701 2.0883 0.02
H -3.7447 -3.9222 -3.9153 0.12
H 2.3377 -0.3033 -3.9520 0.03
H -1.5465 -2.8358 0.4868 0.00
Si 0.0866 -3.7781 -1.2452 0.31
Si 2.4080 -3.0427 0.6811 0.40
H 6.2855 -0.3839 2.6089 0.09
C 1.5409 -2.8023 -0.8749 -0.49
H -3.0928 -2.5389 -1.7268 0.10
C 1.6162 -0.8372 -3.3242 -0.17
N 1.5314 2.7283 -0.3073 0.03
H -1.8691 2.5684 -4.4451 0.09
C -0.2622 3.8547 -5.0492 -0.15
Si 2.4860 -2.1545 -2.2804 0.34
C 3.7403 -4.4087 0.6538 -0.19
H -3.3915 -7.1824 -2.3409 0.08
H -5.4700 -3.9987 -4.2719 0.12
C -5.7518 -5.8642 -1.8863 -0.09
H -5.4527 -5.3248 -0.9852 0.08
H -0.9831 -4.4326 0.9147 0.02
H -0.6045 4.2291 1.8172 0.11
H 4.9876 1.7588 2.5019 0.09
N 2.6777 -0.3273 1.2389 0.06
H 4.0010 -0.4480 -1.2362 0.02
O -0.8080 1.5512 -2.3122 -0.24
H 0.5463 -2.7477 2.3447 0.02
Cs -0.4682 0.0418 0.2171 1.01
C 4.1446 -1.3556 -1.8279 -0.18
C -4.1670 -2.4939 -1.6641 -0.14
H 3.2616 -5.3468 0.3562 0.01
C 1.0262 4.3296 -4.7769 -0.16
C 2.9933 -3.4980 -3.5420 -0.20
H -2.6407 -6.0037 -3.4231 0.08
N -4.8856 -1.7586 -0.8521 0.04
H 3.5340 -3.0618 -4.3897 0.01
C 0.9874 0.3276 6.6714 -0.16
C 1.8056 2.5914 -1.5406 -0.14
C -0.2584 2.4411 -3.0281 -0.45
H -0.8594 -2.0711 5.1090 0.10
C 1.3481 -3.4747 2.1834 -0.17
C -4.7219 -4.1661 -3.4991 -0.10
H -5.7850 -6.9270 -1.6397 0.07
H 2.6775 1.6907 1.5861 0.07
H 1.5211 5.0263 -5.4421 0.07
C -3.3652 -6.1264 -2.6160 -0.08
C 3.2637 0.7862 1.6712 -0.15
H 2.1211 -4.0281 -3.9372 0.00
O -0.7960 -0.5572 3.0381 -0.23
N -0.0919 2.2943 2.3396 -0.02
H 0.2157 -1.5973 7.2728 0.08
C -0.8802 2.9510 -4.2166 -0.04
C 4.5589 0.8214 2.1700 -0.08
H -5.0915 -6.2180 -3.8805 0.13
C 0.3986 -5.6374 -1.5396 -0.18
H 5.1970 -2.4681 1.8079 0.08
N -6.2506 -2.8537 -2.1385 0.02
H 3.6405 -4.2412 -3.0652 0.02
H 4.5276 -4.1996 -0.0771 0.01
H 1.1410 3.9732 1.9745 0.10
C -0.3313 -1.1379 5.2717 -0.04
N -4.9926 -3.1822 -2.4641 -0.12
C -0.7791 -3.2221 -2.8497 -0.18
H -0.1129 -3.3543 -3.7064 0.02
H 0.8294 -6.0850 -0.6377 0.02
H -6.7564 -5.5355 -2.1519 0.07
H 4.8020 -2.0204 -1.2615 0.01
H 1.9750 -3.4771 3.0805 0.03
C 0.5338 2.0985 3.4312 -0.16
C 1.0328 2.9982 -2.7365 -0.17
H 1.1233 -5.7740 -2.3477 0.01
H -0.5102 -6.1979 -1.7904 0.00
H 0.8590 -1.2633 -3.9875 0.02
C 3.3564 -1.4898 1.2840 -0.31
C 4.6610 -1.5266 1.7839 -0.09
H -1.0733 -2.1678 -2.8365 0.03
C 0.4103 1.0072 4.3897 -0.15
H -2.9899 -5.5728 -1.7528 0.06
C -1.2900 -3.8129 0.0703 -0.18
H 0.2641 4.4053 -0.3066 0.12
H -2.2101 -4.2557 -0.3272 -0.01
N -6.1725 -2.0082 -1.1757 -0.05
C 1.0377 1.2244 5.6261 -0.10
H 4.2067 -4.5640 1.6331 0.01
H 1.1051 -0.0929 -2.7062 0.00
C -0.2830 -0.2360 4.1416 -0.43
C 0.3004 3.3831 0.0940 -0.27
H 4.6605 -1.0789 -2.7536 0.02
C 0.2041 3.5140 1.6148 -0.26
C 1.6512 3.8730 -3.6275 -0.09
H -1.6640 -3.8415 -3.0296 -0.02
C 5.2697 -0.3650 2.2280 -0.10
H 1.5832 2.1571 5.7551 0.09
H 2.7866 2.1449 -1.7412 0.11
H -0.7808 4.1952 -5.9414 0.08
H -0.5705 2.8791 -0.3416 0.07
C 0.2753 -0.8687 6.4685 -0.14
H 1.4846 0.5334 7.6112 0.07
```

Number 1: DFT total energy -327.0798 Ha. Number 2: DFT total energy -4061.0150 Ha. Number 3: DFT total energy -2796.6717 Ha. Number 4: DFT total energy -2787.4069 Ha.